[1]
Density functional theory data (wB97M-V/def2-TZVPD) for the molecule C11H12N2S in a non-equilibrium geometry.

- Energy above the lowest of the compared OMol25 structures with the same formula, charge and spin: 581.4 kJ/mol
- Highest occupied orbital energy (alpha / beta): -7.29 / -7.29 eV
- HOMO-LUMO gap (alpha / beta): 6.7598 / 6.7512 eV
- Net charge: 0

Last column: Löwdin charge in e.
CARTESIAN COORDINATES (ANGSTROEM)
1 C -1.17597 -0.48860 -1.16606  -0.633
2 C -0.60623 -0.93301 2.74463  -0.026
3 H -2.20075 -1.25575 4.14240  0.089
4 H 1.35569 1.93536 -3.83864  0.095
5 H 0.12952 1.01147 -3.11844  0.023
6 C 1.22081 -0.30782 0.93736  -0.065
7 C 1.14010 0.90501 -3.38115  -0.103
8 H -2.97956 1.67191 1.32190  0.124
9 C 1.84474 0.49367 -2.06402  -0.228
10 H 2.00066 -0.80051 1.66634  0.165
11 C -0.95660 0.89723 1.35484  -0.086
12 C 0.97473 -1.20821 -0.27925  -0.195
13 H 1.81371 1.21129 -1.15352  0.111
14 C -0.11561 -0.17139 1.67085  -0.235
15 H 2.93146 0.27274 -2.20828  0.116
16 H -0.74272 1.53772 0.47974  0.113
17 C 1.25977 -0.84106 -1.69088  -0.145
18 S -2.71412 -0.20787 -1.53055  0.737
19 N -0.07035 -0.98244 -1.23719  -0.046
20 C -1.83545 -0.63462 3.36467  -0.139
21 H -0.08974 -1.88656 3.00604  0.120
22 H 1.03578 -2.27121 -0.07022  0.138
23 C -2.23965 1.02283 1.91312  -0.163
24 H 1.51821 0.65393 0.46019  0.095
25 H 1.24546 0.15812 -4.18443  0.082
26 N -2.74389 0.21776 2.86054  0.059

---

[2]
Density functional theory data (wB97M-V/def2-TZVPD) for the molecule C2H2INO2 in a non-equilibrium geometry.

- Energy above the lowest of the compared OMol25 structures with the same formula, charge and spin: 351.4 kJ/mol
- Highest occupied orbital energy: -10.33 eV
- HOMO-LUMO gap: 9.6866 eV
- Net charge: 0

Last column: Löwdin charge in e.
CARTESIAN COORDINATES (ANGSTROEM)
1 N 0.59475 0.15826 0.56515  0.028
2 O -0.57833 0.61013 -0.08932  -0.089
3 H 1.25507 -0.07158 -1.40472  0.023
4 I 3.40415 -1.11099 -0.22807  0.720
5 C 1.39720 -0.20518 -0.36631  -0.566
6 C -0.78332 1.74744 -0.78895  -0.389
7 O -1.27671 1.95455 -1.82033  0.136
8 H -0.16096 2.58022 -0.47668  0.136